{"formula": "C4H12IO4Zn", "method": "ωB97M-V with the def2-TZVPD basis set", "elements": ["Zn", "I", "C", "C", "O", "O", "H", "H", "H", "H", "H", "H", "C", "C", "O", "O", "H", "H", "H", "H", "H", "H"], "coordinates": [[-16.5406, -15.7468, 9.0205], [-14.1754, -17.3873, 9.2158], [-15.8148, -14.2718, 11.4418], [-15.0023, -13.5697, 10.2940], [-15.3152, -14.1056, 8.9738], [-16.3778, -15.5248, 11.0428], [-16.5779, -13.5088, 11.5951], [-15.2545, -14.3245, 12.3753], [-14.0374, -13.9806, 10.5910], [-14.8860, -12.4860, 10.3053], [-14.8172, -13.5477, 8.3719], [-16.9228, -15.8785, 11.7495], [-17.9440, -17.9454, 7.9729], [-17.9052, -16.8992, 6.8541], [-16.7976, -16.1232, 7.0494], [-17.8094, -17.3615, 9.2731], [-17.2060, -18.7474, 7.9882], [-18.9489, -18.3628, 8.0371], [-18.7695, -16.2433, 6.9586], [-17.9614, -17.3656, 5.8705], [-16.6885, -15.7765, 6.1608], [-18.2604, -17.9272, 9.9041]], "forces_ev_per_a": [[0.6, -0.1, 0.4], [-0.3, 0.1, -0.1], [-1.3, 2.5, -0.8], [1.8, -2.9, 1.0], [0.1, 1.6, 1.4], [0.9, 0.9, 0.6], [-0.8, -0.5, 0.5], [0.4, -0.3, -0.4], [0.7, 0.3, -0.9], [-0.9, -0.1, 0.2], [0.1, -0.1, -0.7], [-0.3, -0.1, 0.2], [-1.2, -1.0, 0.3], [-2.3, -1.8, 1.6], [1.5, 0.5, -1.8], [-0.1, 0.7, -0.1], [0.2, 0.1, -1.0], [-0.1, -0.4, -0.8], [-0.5, -0.2, 0.0], [0.3, -0.2, 0.0], [1.1, 1.1, -0.1], [0.0, 0.0, 0.4]], "spin_multiplicity": 2, "gap_ev": [4.19, 7.49]}

---

{"formula": "C4H12N2", "method": "ωB97M-V with the def2-TZVPD basis set", "elements": ["C", "C", "N", "H", "H", "H", "H", "H", "C", "N", "C", "H", "H", "H", "H", "H", "H", "H"], "coordinates": [[0.3209, 2.9146, -0.1878], [1.6173, 3.1590, -0.1918], [2.3684, 2.8920, 1.0383], [-0.2406, 2.8122, 0.7316], [-0.1945, 3.2305, -1.1002], [2.1014, 3.2762, -1.1486], [3.2537, 2.4123, 0.8584], [2.6736, 3.8182, 1.3394], [-0.2334, -2.6955, -0.7916], [-0.8563, -2.5488, 0.5216], [-2.2793, -2.2979, 0.3700], [-0.6241, -3.6741, -1.1338], [-0.3159, -1.8827, -1.5178], [0.8353, -2.9766, -0.7341], [-0.4197, -1.7622, 0.9886], [-2.5355, -1.5622, -0.3953], [-2.6626, -1.9183, 1.3150], [-2.8087, -3.1966, 0.0381]], "forces_ev_per_a": [[-0.8, 1.6, -0.6], [0.6, -1.7, 1.2], [0.1, 1.1, -0.6], [0.1, -0.4, -0.1], [-0.2, -0.6, 0.2], [0.4, 0.3, 0.0], [-0.1, -0.1, -0.4], [0.0, -0.1, 0.3], [0.7, -2.1, 0.3], [0.4, 0.5, -0.5], [-0.1, 0.2, 0.0], [-0.3, 0.7, -0.7], [-0.4, 0.0, 0.1], [-0.2, 0.6, 0.4], [-0.1, 0.1, 0.1], [0.2, 0.4, -0.1], [-0.3, -0.2, 0.1], [0.1, -0.2, 0.4]], "charge": -1, "spin_multiplicity": 2, "gap_ev": [2.43, 9.47]}

---

{"formula": "C4H12N2", "method": "ωB97M-V with the def2-TZVPD basis set", "elements": ["N", "C", "C", "C", "C", "N", "H", "H", "H", "H", "H", "H", "H", "H", "H", "H", "H", "H"], "coordinates": [[-1.1455, -0.8846, -0.6021], [-0.9600, 1.2583, 1.8554], [-0.1448, 0.1012, 1.2915], [-0.0345, 0.0427, -0.2085], [1.2879, -0.5742, -0.8287], [1.4279, -0.2112, -2.2131], [-1.4694, -1.6101, -0.0133], [-1.4848, -0.7964, -1.6175], [-0.3432, 2.1180, 1.5594], [-2.0354, 1.2606, 1.5536], [-1.0970, 1.2244, 2.8757], [-0.5090, -0.8099, 1.7523], [0.8854, 0.2326, 1.6846], [-0.1460, 1.0135, -0.8099], [2.1816, -0.0326, -0.3492], [1.3476, -1.6089, -0.5555], [1.6020, -1.0194, -2.7181], [0.6373, 0.2960, -2.6565]], "forces_ev_per_a": [[0.0, 2.7, -3.1], [-0.2, 0.1, -2.5], [1.3, 0.7, 1.2], [-1.1, -2.3, -2.2], [0.6, 3.4, 2.3], [-0.7, 1.3, -0.3], [-0.2, -0.6, 0.3], [0.5, -0.6, 2.1], [-1.0, 0.5, 0.2], [0.9, 0.3, -0.7], [0.5, -0.1, 2.6], [0.0, -0.5, -0.5], [-0.3, 0.0, 0.1], [-0.2, -1.0, 1.5], [-1.0, -0.8, 0.1], [0.0, -0.6, -0.3], [0.2, -1.6, -1.6], [0.5, -0.7, 0.7]], "charge": -1, "spin_multiplicity": 2, "gap_ev": [2.70, 8.39]}

---

{"formula": "C4H12N2", "method": "ωB97M-V with the def2-TZVPD basis set", "elements": ["C", "C", "C", "C", "H", "H", "H", "H", "H", "H", "H", "H", "H", "H", "H", "H", "N", "N"], "coordinates": [[0.6548, 2.5055, -0.7574], [-0.3614, 1.3328, -0.8721], [0.5568, -0.3761, 0.7757], [0.4384, -1.7538, 0.1042], [1.6583, 2.1165, -0.5391], [0.3484, 3.1033, 0.1332], [0.7268, 3.0667, -1.6710], [-1.3493, 1.7109, -1.1918], [-0.0914, 0.6179, -1.6983], [-0.7994, 1.0934, 1.1221], [1.5295, 0.0650, 0.5572], [0.5010, -0.4493, 1.8725], [0.6181, -1.6607, -0.9589], [1.2694, -2.3951, 0.4723], [-1.5413, -1.6165, 0.3263], [-1.0537, -3.2168, 0.0399], [-0.5231, 0.5179, 0.3388], [-0.8408, -2.3301, 0.5232]], "forces_ev_per_a": [[-0.4, -1.2, 1.3], [0.4, -0.7, -0.7], [0.1, 0.3, -0.5], [0.5, -0.2, 1.5], [-0.2, 0.0, 0.0], [0.3, 0.0, -0.9], [-0.2, 0.5, -0.3], [0.3, 0.0, 0.4], [0.1, 0.7, 0.7], [-0.1, 0.1, -0.1], [0.3, -0.1, -0.1], [-0.1, -0.3, -0.4], [-0.3, 0.1, -0.6], [-0.4, 0.3, -0.1], [-0.1, -0.4, -0.1], [0.1, 0.9, 0.3], [-0.4, 0.2, 0.2], [0.2, -0.3, -0.6]], "smiles": "CCNCCN", "gap_ev": 9.81}

---

{"formula": "C4H12N2", "method": "ωB97M-V with the def2-TZVPD basis set", "elements": ["C", "N", "C", "H", "H", "H", "H", "H", "H", "H", "C", "C", "N", "H", "H", "H", "H", "H"], "coordinates": [[0.4045, 2.8259, -1.1498], [0.7368, 3.5205, 0.1068], [-0.3832, 3.8089, 0.9641], [1.3112, 2.6949, -1.7294], [-0.3991, 3.3345, -1.6926], [0.0536, 1.8865, -0.7135], [1.2328, 4.3833, -0.0818], [-1.3255, 4.0781, 0.4580], [-0.6577, 2.8994, 1.5119], [-0.1927, 4.5311, 1.7447], [-0.5539, -3.9705, -0.9966], [0.4110, -3.2126, 0.9557], [-0.5140, -3.9181, 0.4848], [-1.5023, -4.2891, -1.4108], [-0.4291, -2.9230, -1.2909], [0.3137, -4.5112, -1.3428], [0.5337, -3.2007, 2.0392], [0.9602, -2.3942, 0.4696]], "forces_ev_per_a": [[-0.3, 0.1, 2.1], [0.9, 1.1, -0.4], [-1.1, -1.2, 0.2], [-0.1, -0.1, -0.2], [0.1, -0.2, -0.3], [-0.2, -0.4, -1.0], [0.0, -0.1, -0.1], [0.2, 0.3, -0.2], [0.1, -0.1, 0.0], [0.4, 0.4, -0.1], [0.0, 1.9, 0.9], [-0.7, 1.1, 1.3], [0.4, -1.2, -0.9], [0.0, -0.5, 0.2], [0.1, 0.0, -0.6], [-0.1, -0.5, -0.3], [0.0, -0.1, 0.0], [0.2, -0.6, -0.6]], "smiles": "C=NC.CNC", "gap_ev": 9.67}

---

{"formula": "C4H12N2", "method": "ωB97M-V with the def2-TZVPD basis set", "elements": ["C", "N", "C", "C", "C", "N", "H", "H", "H", "H", "H", "H", "H", "H", "H", "H", "H", "H"], "coordinates": [[2.6253, -1.2884, 0.0732], [1.3878, -0.8797, 0.6794], [0.8280, 0.2895, -0.0842], [-0.7490, -0.1652, -0.1915], [-1.6374, 1.0893, -0.0815], [-3.0330, 0.5804, -0.0873], [2.5305, -1.6367, -0.9652], [3.3245, -0.4767, 0.1230], [2.8752, -2.2118, 0.6237], [1.5197, -0.4473, 1.6907], [1.1977, 0.3143, -1.1204], [1.0505, 1.2581, 0.4569], [-0.8835, -0.7853, 0.7131], [-0.9885, -0.4764, -1.1859], [-1.5169, 1.8802, -0.8007], [-1.5401, 1.5663, 0.9293], [-3.7558, 1.2071, 0.2498], [-3.2351, 0.1821, -1.0223]], "forces_ev_per_a": [[0.0, -1.5, 0.9], [-0.4, 2.6, 1.3], [-2.1, -1.6, 0.3], [1.8, 4.1, 1.2], [-1.7, -0.6, 2.4], [0.2, -0.6, -0.9], [-0.5, 0.4, 0.2], [1.1, 0.0, -0.1], [0.9, 0.5, -0.1], [0.2, -1.7, -2.7], [0.3, 0.1, 0.5], [-0.6, -0.9, -0.8], [-0.5, -0.1, -1.2], [0.2, -1.5, -0.3], [0.6, 0.2, -0.7], [0.3, -0.3, -0.7], [0.3, 0.0, -0.5], [-0.3, 0.6, 1.0]], "smiles": "CNCCCN", "gap_ev": 9.78}

---

{"formula": "C4H12N2", "method": "ωB97M-V with the def2-TZVPD basis set", "elements": ["C", "C", "C", "H", "H", "H", "H", "H", "H", "H", "H", "N", "C", "N", "H", "H", "H", "H"], "coordinates": [[0.9266, -0.2337, 0.1659], [1.2778, -1.5283, -0.5678], [1.7715, 0.9512, -0.3022], [1.1908, -0.4021, 1.2188], [-1.3580, 0.3290, -0.6134], [0.6705, -2.3576, -0.2046], [2.3236, -1.7968, -0.4084], [1.1205, -1.4236, -1.6423], [1.6250, 1.1331, -1.3679], [1.4972, 1.8576, 0.2383], [2.8337, 0.7666, -0.1338], [-1.6384, 0.1659, 1.3729], [-2.3084, 0.3787, 0.2668], [-3.4905, 0.7009, 0.0000], [-2.0632, 0.4263, 2.2477], [-0.4906, -0.0274, 1.0848], [-3.6714, 1.0025, -0.9491], [-0.2167, 0.0578, -0.4057]], "forces_ev_per_a": [[-0.5, 0.4, -2.8], [0.1, 0.0, 0.1], [0.0, -0.1, 0.1], [-1.0, 0.2, 0.1], [-3.0, 0.2, 1.0], [-0.1, 0.0, -0.1], [0.1, 0.0, 0.0], [0.0, 0.0, 0.0], [0.0, 0.0, 0.0], [0.0, 0.0, 0.0], [0.1, 0.0, 0.0], [2.9, -1.0, 0.0], [2.5, 0.8, -3.3], [-0.9, 0.2, 0.5], [0.4, -0.2, 0.2], [-3.8, 0.7, 1.8], [0.3, -0.4, 0.0], [3.0, -0.9, 2.4]], "smiles": "[H]/N=C/N.CCC", "gap_ev": 9.68}

---

{"formula": "C4H12N2", "method": "ωB97M-V with the def2-TZVPD basis set", "elements": ["C", "N", "C", "C", "C", "N", "H", "H", "H", "H", "H", "H", "H", "H", "H", "H", "H", "H"], "coordinates": [[-1.4802, -0.9110, -1.3334], [-0.3620, -1.3359, -0.5169], [1.0991, 0.6662, -1.0333], [0.4600, -0.2645, 0.0152], [-0.3188, 0.4960, 1.0484], [0.6157, 1.2267, 1.9380], [-1.1799, -0.2369, -2.1502], [-1.9979, -1.7650, -1.7528], [-2.2011, -0.3368, -0.7451], [0.1841, -2.0361, -0.9967], [1.8850, 1.2069, -0.5356], [0.3973, 1.4513, -1.3226], [1.4859, 0.0744, -1.8594], [1.2721, -0.7249, 0.5875], [-0.9300, 1.2698, 0.5843], [-0.8468, -0.2545, 1.6351], [1.5553, 0.8574, 1.9706], [0.2723, 1.2612, 2.8842]], "forces_ev_per_a": [[0.1, 0.7, -0.2], [-0.3, -0.4, 0.1], [-0.5, -0.1, 0.8], [0.4, -0.1, -0.5], [1.0, 0.5, 1.0], [-0.1, 0.4, -0.1], [-0.1, -0.2, -0.1], [0.0, -0.2, 0.0], [0.0, -0.2, 0.1], [0.1, 0.1, -0.1], [0.6, 0.2, 0.0], [-0.1, -0.3, -0.5], [0.0, 0.3, -0.2], [0.0, -0.3, -0.2], [-0.5, -0.3, 0.1], [-0.6, 0.2, -0.2], [-0.1, -0.3, -0.1], [-0.1, 0.1, 0.1]], "smiles": "CN[C@@H](C)CN", "gap_ev": 9.75}

---

{"formula": "C4H12N2", "method": "ωB97M-V with the def2-TZVPD basis set", "elements": ["C", "C", "C", "C", "N", "N", "H", "H", "H", "H", "H", "H", "H", "H", "H", "H", "H", "H"], "coordinates": [[-1.4331, 0.8617, -0.0473], [-0.9744, -0.2569, -0.9080], [0.2572, -0.9254, -0.3700], [2.4462, -0.2124, 0.3905], [1.4189, -0.0481, -0.6722], [-1.9183, 0.4917, 1.3589], [-0.4970, 1.5688, 0.1740], [-2.1920, 1.5180, -0.3781], [-0.7149, 0.3660, -1.9054], [-1.6518, -1.0477, -1.2268], [0.2037, -0.9973, 0.7169], [0.4339, -1.9219, -0.9362], [2.5183, 0.6535, 1.0813], [3.3837, -0.3995, -0.1864], [2.1608, -1.0957, 0.9772], [1.3377, 0.7899, -1.0952], [-1.7761, -0.4493, 1.5317], [-1.4857, 1.1077, 2.0491]], "forces_ev_per_a": [[1.6, 1.5, 4.1], [0.3, 1.2, -2.9], [1.4, 0.7, -2.3], [0.1, 0.5, -1.7], [0.8, -4.9, 3.3], [-0.1, 2.4, -1.6], [-1.7, -1.4, -0.9], [-0.7, 0.4, -1.2], [-0.3, -1.9, 1.7], [-0.8, 0.4, 0.3], [-0.2, -0.6, -0.1], [-0.4, 1.3, 1.4], [0.1, -0.4, -0.4], [-0.2, 0.2, 1.2], [0.5, 0.3, -0.2], [-0.8, 3.1, -1.2], [0.5, -2.0, 0.8], [-0.2, -0.7, -0.2]], "smiles": "CNCCCN", "gap_ev": 9.37}

---

{"formula": "C4H12N2", "method": "ωB97M-V with the def2-TZVPD basis set", "elements": ["C", "N", "C", "C", "C", "N", "H", "H", "H", "H", "H", "H", "H", "H", "H", "H", "H", "H"], "coordinates": [[0.3582, 0.3591, -2.0830], [0.4204, 1.1473, -0.8795], [-1.4738, 0.1024, 0.3881], [-0.0155, 0.5512, 0.3769], [0.9309, -0.5972, 0.7297], [0.7671, -1.1479, 2.0754], [-0.6285, -0.0465, -2.3357], [0.6619, 0.9670, -2.9375], [1.0534, -0.4712, -2.0389], [0.0366, 2.0729, -1.0052], [-1.6731, -0.5332, 1.2529], [-1.7574, -0.3931, -0.5378], [-2.1387, 0.9576, 0.4901], [0.1812, 1.3150, 1.1247], [0.8351, -1.4230, 0.0241], [1.9678, -0.2772, 0.6136], [0.2723, -2.0295, 2.0678], [0.2021, -0.5538, 2.6740]], "forces_ev_per_a": [[-0.2, 0.0, -0.4], [0.3, 0.5, 0.1], [-0.2, 0.4, 0.4], [0.4, -0.5, -0.5], [0.3, -0.5, 0.1], [-0.4, -0.1, 0.3], [-0.1, -0.1, 0.1], [0.0, 0.1, 0.1], [0.1, -0.2, 0.1], [-0.1, -0.1, 0.0], [-0.1, -0.2, -0.2], [0.1, -0.3, 0.1], [-0.1, 0.2, 0.0], [-0.3, 0.2, 0.3], [-0.2, 0.0, -0.1], [0.0, 0.4, 0.0], [0.1, -0.1, -0.1], [0.2, 0.2, -0.1]], "smiles": "CN[C@@H](C)CN", "gap_ev": 9.69}

---

{"formula": "C4H12N2", "method": "ωB97M-V with the def2-TZVPD basis set", "elements": ["C", "C", "C", "C", "N", "N", "H", "H", "H", "H", "H", "H", "H", "H", "H", "H", "H", "H"], "coordinates": [[2.1808, 0.4400, 0.7293], [-1.6125, 1.1167, 0.2975], [-1.5870, -1.1828, -0.1789], [1.6549, -0.3811, -0.4326], [0.5157, 0.3094, -0.8170], [-0.8716, -0.0999, 0.4245], [2.2054, 1.5368, 0.3848], [1.3896, 0.3152, 1.4716], [3.0869, 0.1692, 1.1695], [-1.0995, 1.7909, 1.0094], [-1.3671, 1.6806, -0.6225], [-2.6793, 0.9970, 0.5471], [-0.9020, -2.1136, -0.4748], [-2.1273, -1.7187, 0.6856], [-2.4228, -1.0744, -0.8688], [2.1201, -0.1445, -1.3562], [1.4936, -1.4477, -0.3674], [0.0223, -0.1932, -1.6010]], "forces_ev_per_a": [[-1.4, 1.1, -0.6], [0.9, 1.0, 1.6], [0.6, -3.8, 2.3], [0.4, 1.0, -0.1], [0.2, 1.2, -4.3], [-4.5, -1.2, 0.7], [0.0, -1.7, 0.6], [0.1, 0.4, 0.3], [1.6, -0.6, 0.5], [-0.7, 0.0, 0.2], [-0.6, -0.8, -0.1], [0.2, 0.3, -0.4], [-1.1, 2.2, 0.1], [0.4, 0.6, -0.6], [0.3, 0.8, -0.5], [2.3, -0.6, -1.0], [0.4, -0.5, 0.6], [0.8, 0.4, 0.8]], "spin_multiplicity": 3, "gap_ev": [6.97, 7.59]}

---

{"formula": "C4H12N2", "method": "ωB97M-V with the def2-TZVPD basis set", "elements": ["N", "C", "C", "C", "C", "N", "H", "H", "H", "H", "H", "H", "H", "H", "H", "H", "H", "H"], "coordinates": [[-4.0281, 0.2469, 0.3126], [2.7486, -0.7231, 0.4609], [1.9958, 0.3430, -0.4129], [0.7974, 0.8493, 0.2436], [-0.4113, 0.2046, 0.0717], [-1.0867, -0.2903, -1.1066], [-3.7153, 0.3656, 1.2680], [-3.2500, -0.1798, -0.1858], [3.6364, -1.0798, -0.0633], [3.1059, -0.2102, 1.3542], [2.0014, -1.4533, 0.7601], [1.7293, -0.0901, -1.3876], [2.7171, 1.1200, -0.6887], [0.8494, 1.5402, 1.0811], [-1.2050, 0.2464, 0.8290], [-0.1805, -0.8326, -0.8736], [-0.8996, 0.3404, -1.9137], [-4.8047, -0.3973, 0.2511]], "forces_ev_per_a": [[0.8, 0.1, -0.4], [-0.5, 1.1, 0.4], [1.0, 0.3, -1.5], [0.7, -0.8, 0.4], [-4.1, 2.9, 0.2], [2.0, 0.9, 1.3], [-0.5, -0.1, 0.2], [-0.3, 0.0, -0.1], [-0.5, -0.3, -0.1], [0.0, -0.1, 0.1], [0.5, -0.6, -0.1], [-0.1, -0.3, 0.2], [-0.2, 0.2, 0.5], [0.1, 0.1, 0.0], [0.8, -0.5, 0.7], [-0.2, -2.0, -2.4], [0.6, -0.8, 0.2], [0.0, 0.0, 0.3]], "charge": 1, "spin_multiplicity": 2, "gap_ev": [7.45, 4.63]}

---

{"formula": "C4H12N2", "method": "ωB97M-V with the def2-TZVPD basis set", "elements": ["C", "C", "C", "C", "N", "N", "H", "H", "H", "H", "H", "H", "H", "H", "H", "H", "H", "H"], "coordinates": [[0.4205, -0.7182, 1.5935], [-0.4233, -0.8285, 0.2965], [-0.3113, 0.2880, -0.7385], [0.3486, 0.4013, -1.9004], [0.6811, 2.0048, -2.2863], [-0.6736, -1.3277, 2.5821], [1.3582, -1.2775, 1.8066], [0.5973, 0.3431, 1.6515], [-0.4672, -1.8477, -0.1202], [-1.4343, -0.6603, 0.6337], [-1.0208, 1.0769, -0.4379], [1.1436, -0.0528, -2.4237], [0.9937, 2.1424, -3.2424], [-0.2028, 2.5301, -2.2213], [1.3763, 2.4269, -1.7042], [-1.4427, -0.6998, 2.4673], [-0.8451, -2.3084, 2.4207], [-0.3154, -1.2692, 3.5932]], "forces_ev_per_a": [[-1.2, -1.5, -0.5], [0.0, -1.1, -1.5], [0.2, -0.1, -0.5], [1.1, 3.6, 1.8], [-2.7, -1.8, -0.6], [3.7, 2.0, 2.4], [-0.7, 0.2, -0.8], [-0.1, 0.4, 1.5], [0.5, 0.4, -0.1], [-0.5, -0.1, 0.0], [0.9, 0.3, -0.4], [0.3, -1.5, -0.2], [0.1, -0.4, -0.5], [0.4, 0.1, 0.1], [0.5, 0.1, 0.9], [-1.2, -0.2, 0.4], [-0.4, -0.4, -0.5], [-0.8, 0.0, -1.5]], "smiles": "[NH3+]/C=C/CC[NH3+]", "charge": 2, "gap_ev": 11.35}